No. 1
{"formula": "C14H22NO8PS2Zr", "method": "the ωB97M-V functional and the def2-TZVPD basis", "elements": ["Zr", "C", "C", "O", "P", "S", "S", "O", "C", "C", "H", "H", "H", "H", "H", "H", "H", "H", "H", "H", "O", "C", "O", "C", "C", "C", "N", "C", "C", "C", "O", "O", "H", "H", "H", "C", "O", "H", "H", "H", "C", "C", "O", "H", "H", "H", "H", "H", "H"], "positions_angstrom": [[-0.4792, -0.4553, -0.0254], [4.1015, -1.2482, 4.5094], [3.6053, -1.4091, 3.0941], [2.1677, -1.3405, 3.1105], [1.4078, -0.2872, 2.1673], [-0.5108, -0.4823, 2.6366], [2.1233, -0.4470, 0.3088], [1.9633, 1.0778, 2.7768], [1.5775, 2.3461, 2.2098], [2.6498, 3.3459, 2.5468], [5.1942, -1.3045, 4.5315], [3.7009, -2.0317, 5.1565], [3.7921, -0.2804, 4.9088], [3.8764, -2.3767, 2.6735], [4.0171, -0.6374, 2.4448], [0.6114, 2.6235, 2.6304], [1.4512, 2.2389, 1.1357], [2.8034, 3.4054, 3.6272], [2.3575, 4.3338, 2.1809], [3.5955, 3.0685, 2.0752], [-0.6644, 2.3477, -6.4191], [-0.6330, 1.1111, -6.2584], [-0.6589, 0.1664, -7.0768], [-0.5639, 0.6710, -4.7969], [-0.5121, -0.6615, -4.4411], [-0.4548, -1.0270, -3.1056], [-0.4605, -0.1084, -2.1126], [-0.5254, 1.1962, -2.4693], [-0.5599, 1.6095, -3.7689], [-0.5545, 2.1772, -1.3048], [-0.5935, 3.3641, -1.4775], [-0.5361, 1.5564, -0.1371], [-0.5161, -1.3947, -5.2368], [-0.3927, -2.0542, -2.7866], [-0.5970, 2.6637, -4.0072], [-0.6143, -3.7828, -0.0616], [-0.6523, -2.3895, -0.1516], [-0.4993, -4.0856, 0.9794], [0.2314, -4.1812, -0.6224], [-1.5205, -4.2500, -0.4482], [-5.1690, -0.0859, -0.0595], [-3.8659, -0.4179, 0.6138], [-2.7749, -0.4043, -0.3255], [-5.9716, -0.0521, 0.6827], [-5.4328, -0.8417, -0.8057], [-5.1129, 0.8821, -0.5577], [-3.8888, -1.3900, 1.1031], [-3.5947, 0.3242, 1.3577], [-2.9174, -1.0819, -1.0050]], "forces_ev_per_a": [[-0.02, -1.40, 2.04], [0.14, 0.00, 0.15], [-0.15, 0.00, 0.03], [0.03, 0.06, -0.05], [0.70, -0.29, 0.85], [0.06, 0.05, -0.12], [-0.23, -0.06, 0.04], [0.15, 0.27, 0.15], [-0.02, -0.09, 0.05], [0.12, 0.18, 0.02], [-0.08, 0.00, 0.01], [0.01, 0.04, -0.06], [0.02, -0.05, -0.04], [0.02, -0.06, 0.00], [-0.01, 0.06, -0.02], [-0.05, 0.00, 0.03], [0.02, 0.03, -0.11], [-0.02, 0.00, -0.06], [0.04, -0.07, 0.02], [-0.06, 0.02, 0.03], [0.01, -0.29, -0.16], [-0.06, 0.10, -0.42], [0.01, 0.26, 0.03], [0.03, 0.29, 0.38], [0.02, -0.47, 0.23], [0.01, 0.53, -0.14], [-0.07, 0.14, -2.01], [0.06, 0.20, 0.46], [-0.06, 0.26, -0.42], [0.01, -0.78, 0.00], [0.00, 0.54, 0.06], [-0.19, 1.74, -0.59], [0.01, -0.05, 0.04], [0.01, -0.19, 0.05], [-0.01, -0.03, -0.01], [0.14, 0.48, 0.04], [-0.26, -1.26, -0.31], [0.02, -0.07, 0.16], [0.14, -0.08, -0.09], [-0.20, 0.00, -0.10], [-0.25, 0.00, -0.09], [0.38, -0.02, -0.01], [-0.33, -0.13, -0.35], [0.05, -0.01, -0.07], [0.01, 0.05, 0.05], [0.02, -0.01, 0.03], [-0.06, -0.12, 0.08], [0.01, 0.10, 0.07], [-0.09, 0.16, 0.13]], "total_charge": -1, "lumo_energy_ev": [2.2, 2.2], "homo_ev": [-3.171, -5.303], "s_squared": 0.76, "total_energy_ha": -2388.46195, "multiplicity": 2}

***

No. 2
{"formula": "C2H3PS3", "method": "the ωB97M-V functional and the def2-TZVPD basis", "elements": ["C", "C", "P", "S", "S", "S", "H", "H", "H"], "positions_angstrom": [[0.5352, 0.0905, -0.1516], [-0.4850, 0.1654, 0.8295], [1.8287, -1.8361, 0.3267], [0.3102, 0.6792, -1.7163], [-2.3257, 0.2365, -0.0454], [-1.7406, 1.4736, -1.5047], [-0.4683, -0.6032, 1.4721], [-0.3291, 1.1249, 1.4467], [2.6746, -1.3308, -0.6571]], "forces_ev_per_a": [[1.96, -3.05, -1.31], [-1.89, 4.63, -0.67], [-1.96, 2.95, -0.59], [-0.40, 0.02, 0.79], [1.59, -0.64, 1.17], [1.08, 0.19, -0.34], [-0.34, -2.89, 2.29], [-0.56, -1.07, -0.94], [0.52, -0.13, -0.40]], "lumo_energy_ev": [-1.6, -1.5], "homo_ev": [-7.449, -8.388], "total_energy_ha": -1613.76031}

***

No. 3
{"formula": "C31H30AsN18ORbS2", "method": "the ωB97M-V functional and the def2-TZVPD basis", "elements": ["Rb", "C", "S", "C", "S", "N", "N", "C", "C", "C", "C", "C", "C", "N", "H", "H", "H", "H", "H", "H", "H", "H", "C", "C", "N", "C", "C", "N", "C", "C", "C", "C", "C", "N", "C", "C", "N", "C", "C", "N", "C", "C", "C", "N", "C", "C", "H", "H", "H", "H", "H", "H", "H", "H", "H", "H", "H", "H", "N", "C", "N", "N", "N", "N", "C", "N", "N", "N", "N", "H", "C", "As", "C", "C", "O", "H", "H", "H", "H", "H", "H", "H", "H", "H"], "positions_angstrom": [[-1.2827, 0.6960, 1.1546], [-1.7183, 4.7907, 6.9235], [-0.3440, 3.6621, 6.5715], [-1.1346, 2.5506, 5.3749], [-2.5499, 3.0154, 4.6151], [-0.5493, 1.4087, 5.3584], [-0.5203, 0.4683, 4.4715], [-0.5794, -0.7650, 4.8502], [-0.3639, -1.8822, 3.9782], [-0.3003, -3.1760, 4.5364], [-0.1174, -4.2614, 3.7117], [-0.0099, -4.0488, 2.3423], [-0.0770, -2.7423, 1.8763], [-0.2343, -1.6954, 2.6595], [-1.3089, 5.6634, 7.4215], [-2.4433, 4.2921, 7.5632], [-2.1854, 5.0502, 5.9758], [-0.7883, -1.0093, 5.8983], [-0.3966, -3.3014, 5.6056], [-0.0709, -5.2650, 4.1190], [0.1169, -4.8747, 1.6585], [-0.0050, -2.5274, 0.8168], [3.5215, -0.8970, 2.5274], [2.5323, -0.1308, 1.9151], [2.0651, -0.4482, 0.7268], [2.5399, -1.5389, 0.1337], [3.5131, -2.3135, 0.7671], [4.0087, -1.9883, 1.9507], [1.9656, -1.8751, -1.1782], [2.7217, -2.4734, -2.1762], [2.1313, -2.7797, -3.4109], [0.7875, -2.3965, -3.5649], [0.1160, -1.7872, -2.5109], [0.6832, -1.5568, -1.3348], [-1.2884, -1.3519, -2.6368], [-1.7324, -0.6094, -3.7314], [-2.9913, -0.2213, -3.8460], [-3.8092, -0.5258, -2.8515], [-3.3708, -1.2511, -1.7466], [-2.1252, -1.6804, -1.6544], [2.8698, -3.4745, -4.4550], [4.1165, -4.0860, -4.2246], [4.7433, -4.7677, -5.2430], [4.2505, -4.9098, -6.4702], [3.0792, -4.3223, -6.7005], [2.3699, -3.6075, -5.7623], [3.9365, -0.6436, 3.4952], [2.1093, 0.7541, 2.3642], [3.8959, -3.2282, 0.3330], [3.7640, -2.6847, -1.9965], [0.2480, -2.5848, -4.4803], [-1.0636, -0.3006, -4.5264], [-4.8307, -0.1873, -2.9536], [-4.0257, -1.5130, -0.9314], [4.5942, -4.0486, -3.2583], [5.7009, -5.2465, -5.0732], [2.6924, -4.4462, -7.7056], [1.4355, -3.1496, -6.0447], [-4.5010, 2.0829, -1.3672], [-4.8941, 1.5107, -0.1694], [-6.0753, 1.7646, 0.4028], [-6.0873, 0.9758, 1.4696], [-4.9985, 0.2859, 1.5309], [-4.2070, 0.5878, 0.5107], [-3.1999, 2.4727, -1.5764], [-2.8108, 3.2311, -2.6096], [-1.5014, 3.3447, -2.4606], [-1.1339, 2.6878, -1.4013], [-2.1674, 2.1311, -0.8083], [-5.1944, 2.6862, -1.7847], [-0.8945, 4.8963, 0.1396], [0.5370, 3.5640, -0.0985], [1.5909, 3.2580, -1.7378], [1.9959, 4.7181, 0.6856], [0.5091, 2.3264, 0.9295], [-0.5553, 5.7137, 0.7809], [-1.7052, 4.3577, 0.6396], [-1.2588, 5.3005, -0.8033], [1.8053, 4.1916, -2.2528], [1.0950, 2.5666, -2.4128], [2.5300, 2.8231, -1.3805], [2.2139, 5.6088, 0.0933], [2.9029, 4.1121, 0.7625], [1.7129, 5.0261, 1.6943]], "forces_ev_per_a": [[-0.72, -1.64, 1.30], [0.31, -0.28, -0.08], [-0.09, 0.09, 0.03], [-0.74, 0.22, -0.08], [-0.30, -0.13, -0.67], [1.34, -0.25, 1.76], [-0.32, -0.54, -1.51], [-0.22, 0.87, 1.03], [0.04, -0.70, -0.35], [-0.03, 0.28, -0.04], [-0.01, -0.01, -0.21], [0.02, -0.08, 0.02], [0.10, -0.51, -0.10], [-0.06, 0.37, 0.20], [0.11, 0.15, 0.10], [-0.08, 0.07, 0.00], [-0.03, 0.10, 0.10], [0.14, 0.13, -0.05], [-0.02, 0.04, 0.07], [0.01, 0.01, 0.01], [0.01, -0.03, -0.10], [-0.04, -0.02, -0.11], [-0.02, -0.06, -0.05], [0.16, 0.07, 0.19], [-0.24, -0.08, -0.45], [0.50, 0.03, 0.76], [-0.21, 0.05, -0.29], [0.17, -0.02, 0.24], [-0.26, -0.08, -0.33], [-0.15, -0.19, -0.49], [-0.87, 0.79, 1.15], [0.62, -0.19, -0.06], [0.23, -0.01, 0.02], [0.14, 0.01, 0.02], [-0.56, 0.31, -0.42], [0.36, -0.24, 0.25], [-0.26, 0.17, -0.19], [-0.04, -0.03, -0.13], [-0.12, -0.17, 0.01], [0.34, -0.07, 0.17], [0.74, -0.73, -1.12], [-0.63, 0.36, 0.13], [0.20, -0.21, -0.27], [0.00, 0.03, -0.01], [0.18, -0.22, -0.30], [0.04, 0.24, 0.69], [-0.11, 0.11, 0.03], [-0.08, 0.19, 0.16], [-0.04, -0.08, -0.16], [0.07, 0.03, 0.05], [-0.04, -0.05, -0.03], [0.14, -0.06, 0.01], [-0.04, -0.04, 0.19], [-0.16, 0.13, 0.05], [-0.02, 0.00, 0.08], [0.04, 0.02, 0.10], [-0.09, 0.08, -0.01], [-0.07, 0.01, -0.03], [-0.07, 0.24, -0.51], [-0.60, -0.56, 1.03], [0.46, 0.48, -0.86], [-0.69, -0.28, 0.53], [-0.06, -0.46, 0.76], [0.30, 0.42, -0.95], [0.56, 0.17, -0.04], [-0.42, -0.12, -0.10], [0.40, 0.24, -0.28], [0.23, 0.07, -0.57], [-1.33, 0.08, -0.45], [0.12, -0.03, 0.10], [0.01, -0.06, -0.03], [1.46, 2.62, -0.82], [-0.22, -0.08, 0.11], [-0.12, -0.26, 0.12], [0.73, -0.68, 0.90], [0.13, -0.23, -0.03], [0.11, 0.06, -0.11], [0.07, -0.15, -0.04], [-0.04, 0.11, 0.02], [-0.07, 0.06, 0.06], [-0.13, 0.09, 0.05], [-0.06, 0.04, -0.11], [-0.04, 0.02, -0.03], [-0.06, -0.04, -0.03]], "total_charge": -2, "lumo_energy_ev": 2.6, "homo_ev": -2.143, "total_energy_ha": -5316.39295}

***

No. 4
{"formula": "C3O2Sm", "method": "the ωB97M-V functional and the def2-TZVPD basis", "elements": ["C", "C", "O", "C", "O", "Sm"], "positions_angstrom": [[-2.1822, 0.4279, -0.0082], [-1.5405, -0.6789, 0.0600], [-0.1742, -0.9271, 0.1062], [0.6322, 0.1678, 0.0856], [0.0340, 1.2412, -0.0513], [3.2307, -0.2309, -0.1924]], "forces_ev_per_a": [[-0.43, -0.58, 0.03], [0.38, 0.57, -0.06], [0.56, -1.62, 0.23], [-1.46, 1.84, -0.63], [2.72, -0.46, 0.26], [-1.78, 0.24, 0.16]], "lumo_energy_ev": [-2.9, -2.9], "homo_ev": [-5.730, -6.261], "s_squared": 12.09, "total_energy_ha": -922.38878, "multiplicity": 7}

***

No. 5
{"formula": "C2H6N2O3", "method": "the ωB97M-V functional and the def2-TZVPD basis", "elements": ["O", "C", "N", "N", "O", "C", "O", "H", "H", "H", "H", "H", "H"], "positions_angstrom": [[1.8163, 1.0675, -0.2083], [0.7528, 0.4379, 0.3590], [0.8347, -1.0754, 0.3385], [-0.4531, -1.5207, 0.3989], [-1.1573, -0.6202, -0.5821], [-0.6900, 0.6353, -0.3147], [-1.4419, 1.2390, 0.7387], [1.9970, 0.5867, -1.0314], [0.6106, 0.7586, 1.3386], [1.5971, -1.5410, -0.2067], [-0.5449, -2.4920, 0.0133], [-0.9405, 1.2364, -1.2198], [-2.3808, 1.2879, 0.3762]], "forces_ev_per_a": [[0.76, -0.34, -0.64], [-1.45, -2.26, -1.99], [2.22, 1.08, 0.62], [-0.68, -0.50, -0.27], [-0.31, -1.46, -0.96], [-0.62, 0.55, 1.00], [-1.83, 0.21, -0.86], [0.11, 0.45, 0.03], [0.03, 0.64, 1.72], [-1.44, 0.73, -0.03], [0.19, 1.31, 0.13], [1.31, -0.39, 0.27], [1.71, -0.04, 0.96]], "lumo_energy_ev": 0.7, "homo_ev": -8.598, "total_energy_ha": -414.91269}

***

No. 6
{"formula": "C3H7NO", "method": "the ωB97M-V functional and the def2-TZVPD basis", "elements": ["C", "C", "O", "H", "H", "H", "H", "C", "N", "H", "H", "H"], "positions_angstrom": [[0.1514, -1.9818, -0.3274], [-1.1848, -1.3273, -0.4988], [-1.3327, -0.1344, -0.5497], [0.9425, -1.2853, -0.5996], [0.2091, -2.8774, -0.9503], [0.3206, -2.3301, 0.6918], [-2.0697, -1.9959, -0.4884], [1.1121, 2.0484, 1.2566], [1.1615, 1.5008, 0.1207], [1.8964, 1.8095, 1.9739], [0.3410, 2.7604, 1.5539], [0.3614, 1.7629, -0.4572]], "forces_ev_per_a": [[0.27, -0.21, -0.54], [0.09, 0.01, 0.78], [-0.20, 0.05, -0.28], [-0.01, 0.03, 0.09], [-0.01, 0.02, -0.07], [-0.24, 0.15, 0.16], [0.04, 0.01, -0.16], [0.14, -0.04, -0.23], [-0.05, -0.08, 0.00], [-0.05, 0.11, 0.08], [-0.05, -0.03, 0.13], [0.07, -0.02, 0.05]], "lumo_energy_ev": 1.1, "homo_ev": -9.902, "total_energy_ha": -248.45374}